[1]
ORCA calculation (ωB97M-V/def2-TZVPD) on a gas-phase ion, C8H16PS (charge +1) in a non-equilibrium geometry.

Calculated values
HOMO level, eV: -12.9769
Multiplicity: 1
E_tot, Ha: -1053.59562
LUMO, eV: -5.01
Net charge: +1
Energy relative to the best compared isomer or geometry (same formula, charge and spin), kJ/mol: 174.72
Maximum force, eV/A: 4.17

The geometry in XYZ format:
```
26
Properties=species:S:1:pos:R:3:forces:R:3:mulliken_charge:R:1
C -2.405 0.880 -1.148 -1.8 1.3 -1.1 -0.508
H -2.888 0.719 1.150 -1.1 -0.3 0.2 0.408
C 1.140 -1.969 0.646 -0.5 -1.9 2.6 -0.344
H -2.197 1.928 -1.416 0.2 -0.6 -0.6 0.252
S 2.159 1.168 -1.121 -0.1 -0.3 0.2 -0.073
H -3.392 0.646 -1.643 0.9 0.0 1.0 0.268
H 0.864 -2.246 -1.490 1.4 0.0 1.2 0.217
H 1.840 -2.202 1.605 -1.4 0.6 -2.4 0.376
C -2.171 0.801 0.371 -0.1 0.7 0.1 -0.950
H -1.611 1.701 0.608 0.3 0.1 0.3 0.172
C -1.346 -0.191 -1.368 2.1 -0.2 -2.3 -0.693
H 0.228 -2.778 0.743 2.1 2.2 0.1 0.321
C 1.438 2.363 1.202 2.0 0.9 0.2 -1.440
C 1.480 1.157 0.335 -1.2 0.0 0.1 0.544
H 0.084 -0.269 2.264 0.3 0.3 0.0 0.180
H 2.434 -1.532 -1.147 0.5 0.9 0.3 0.302
H -1.634 -1.055 -1.979 -0.4 0.0 0.6 0.287
P 0.404 -0.311 0.898 0.1 -0.3 -0.5 0.090
C 1.728 -2.199 -0.716 -0.5 -3.1 -2.2 -1.022
H -1.473 -1.470 0.537 -0.5 2.4 -0.8 0.350
H 2.433 2.843 1.177 0.4 -0.8 0.3 0.418
H 2.263 -3.241 -0.790 -1.2 1.8 0.4 0.317
H -0.347 0.074 -1.914 -1.7 0.1 1.2 0.133
H 1.039 3.285 0.822 -1.6 0.0 -0.7 0.396
H 1.201 2.264 2.237 -0.5 -0.4 0.6 0.414
C -1.271 -0.365 0.137 2.2 -3.3 1.2 0.584
```
Positions in Å, forces in eV/Å.

---

[2]
ORCA calculation (ωB97M-V/def2-TZVPD) on 2 unconnected molecules or ions with the total composition C5H5ClN2 in a non-equilibrium geometry.

Calculated values
HOMO level, eV: -9.1514
Multiplicity: 1
E_tot, Ha: -763.08720
LUMO, eV: 0.46
Energy relative to the best compared isomer or geometry (same formula, charge and spin), kJ/mol: 329.64
Maximum force, eV/A: 3.63

The geometry in XYZ format:
```
13
Properties=species:S:1:pos:R:3:forces:R:3:mulliken_charge:R:1
H -3.042 -2.077 -0.154 2.7 -0.8 -1.2 0.273
H 1.298 1.547 3.801 0.0 0.4 1.1 0.462
N 0.723 0.356 0.494 -2.0 1.8 -2.0 0.548
H -1.043 1.681 -0.187 1.2 -1.3 1.2 0.323
C -0.327 0.807 -0.278 -1.3 0.8 -2.3 0.099
H -0.973 0.432 -2.267 -0.5 -0.3 -1.1 0.363
C 0.845 0.810 1.747 1.3 -0.1 1.4 0.133
N 1.547 -0.417 -0.247 -0.7 -1.9 -0.7 -0.851
C 0.992 1.170 2.885 -0.1 -0.6 -1.8 -0.496
H 1.146 -1.436 -2.152 0.5 1.3 1.1 0.388
C 0.896 -0.619 -1.416 0.0 -0.2 -0.1 -0.155
C -0.273 0.193 -1.525 1.8 0.3 3.2 -0.813
Cl -1.789 -2.447 -0.702 -2.9 0.6 1.3 -0.275
```
Positions in Å, forces in eV/Å.

---

[3]
ORCA calculation (ωB97M-V/def2-TZVPD) on 2 unconnected molecules or ions with the total composition C4H13NS in a non-equilibrium geometry.

Calculated values
HOMO level (spin up / spin down), eV: -11.8526 / -11.8508
Multiplicity: 2
E_tot, Ha: -612.77817
LUMO (spin up / spin down), eV: -3.70 / -8.53
Net charge: +1
Energy relative to the best compared isomer or geometry (same formula, charge and spin), kJ/mol: 176.39
Maximum force, eV/A: 2.81

The geometry in XYZ format:
```
19
Properties=species:S:1:pos:R:3:forces:R:3:mulliken_charge:R:1
H 2.207 1.635 -0.478 -0.5 -1.0 -0.4 0.190
H 3.510 -1.036 -0.058 -1.4 1.1 -0.2 0.208
C 1.966 0.533 -0.377 -0.7 2.2 -0.1 -0.104
H -1.018 -1.003 -0.894 0.1 -0.2 0.4 0.310
C -1.673 -0.292 -1.377 -0.2 0.8 -1.3 -0.777
N 3.236 -0.077 -0.361 2.4 -1.1 -0.9 -0.519
C -2.748 -0.307 1.156 -1.3 0.1 1.5 -0.725
H -1.050 0.305 -2.106 -0.9 -0.7 0.6 0.359
S -2.302 0.893 -0.148 0.1 -2.3 0.2 0.404
H 1.284 0.247 -1.210 0.3 0.0 0.2 0.139
H -3.519 -1.098 0.817 1.1 1.5 0.1 0.359
H 0.944 -0.644 1.031 0.6 0.4 0.7 0.241
H -1.882 -0.902 1.570 -0.5 0.9 -0.7 0.313
H 1.707 0.900 1.774 0.1 -0.6 -0.2 0.375
C 1.215 0.432 0.912 -1.7 -1.1 0.6 -0.727
H -2.523 -0.859 -1.890 0.9 1.0 0.7 0.387
H -3.213 0.323 2.009 0.8 -1.1 -1.4 0.345
H 0.173 0.862 0.903 0.8 0.3 -0.4 0.004
H 3.686 0.089 -1.271 0.0 -0.2 0.8 0.219
```
Positions in Å, forces in eV/Å.

---

[4]
ORCA calculation (ωB97M-V/def2-TZVPD) on 2 unconnected molecules or ions with the total composition C4H10N2O2 in a non-equilibrium geometry.

Calculated values
HOMO level, eV: -9.7286
Multiplicity: 1
E_tot, Ha: -418.43857
LUMO, eV: 0.60
Energy relative to the best compared isomer or geometry (same formula, charge and spin), kJ/mol: 58.80
Maximum force, eV/A: 1.31

The geometry in XYZ format:
```
18
Properties=species:S:1:pos:R:3:forces:R:3:mulliken_charge:R:1
H 2.053 -0.697 3.601 0.0 0.1 0.2 0.195
C 1.943 0.296 1.782 -1.2 0.5 0.4 0.674
N -0.811 0.940 -2.685 0.1 0.4 -0.6 -0.377
O 2.097 1.361 1.221 0.3 -0.1 -0.2 -0.607
H 0.563 -1.376 1.650 0.2 0.0 0.4 0.326
C -2.044 0.725 -2.140 -0.2 0.1 0.5 0.555
H -0.757 1.790 -3.224 0.0 0.1 0.1 0.241
O -2.957 1.511 -2.296 0.0 -0.1 -0.3 -0.597
H -1.419 -1.216 -1.420 0.8 -0.5 0.0 0.309
H -3.127 -1.044 -1.614 -0.3 0.0 -0.3 0.306
C 1.406 -0.942 1.112 0.0 -0.6 -0.3 -0.851
N 2.073 0.193 3.141 0.2 0.1 -0.7 -0.388
C -2.226 -0.527 -1.322 -0.3 0.3 0.2 -0.876
H 2.206 -1.680 1.050 -0.1 -0.2 0.0 0.325
H 0.064 0.644 -2.291 -0.2 -0.4 0.2 0.214
H 2.310 1.055 3.604 0.2 -0.3 0.3 0.238
H 1.009 -0.778 0.113 0.4 0.4 -0.1 0.082
H -2.383 -0.256 -0.282 0.2 0.1 0.2 0.231
```
Positions in Å, forces in eV/Å.

---

Question: Look up the maximum force of the third one.
Answer: 2.81 eV/A

---

Question: Which of these has the highest energy relative to the best compared isomer or geometry (same formula, charge and spin)?
Answer: C5H5ClN2